# 1
Density functional theory data (the ωB97M-V functional and the def2-TZVPD basis) for a 8-piece molecular cluster, C34H72N2O11P overall at a distorted geometry.

Each line ends with the Mulliken charge.
Cartesian coordinates (Å):
N: -1.75 -0.61 1.41  -0.310
C: -2.12 0.79 1.24  -1.138
C: -1.90 1.35 -0.17  -0.388
C: -0.66 0.85 -0.84  1.154
C: -0.18 1.84 -1.87  -1.493
N: 1.20 1.41 -2.34  0.284
P: 2.40 2.30 -1.35  0.883
O: 2.42 3.61 -1.91  -0.707
O: 1.91 2.30 0.12  -0.240
O: 3.81 1.61 -1.44  -0.364
C: 1.40 -0.09 -2.43  -0.668
C: 0.20 -0.99 -2.00  -0.118
O: -0.97 -0.32 -1.58  -0.418
H: -0.96 -0.75 2.02  0.204
H: -1.66 -1.11 0.53  0.214
H: -3.19 0.86 1.43  0.344
H: -1.67 1.43 1.98  0.401
H: -1.78 2.43 -0.07  -0.037
H: -2.78 1.20 -0.77  0.447
H: 0.12 0.60 -0.11  0.283
H: -0.84 1.79 -2.72  0.575
H: -0.17 2.85 -1.49  -0.018
H: 1.34 1.81 -3.27  0.520
H: 2.66 2.31 0.75  0.274
H: 3.87 0.97 -2.17  0.342
H: 2.27 -0.39 -1.87  0.427
H: 1.64 -0.32 -3.46  0.307
H: 0.55 -1.64 -1.20  0.425
H: -0.08 -1.63 -2.82  -0.138
C: -2.87 6.77 -1.26  -0.123
C: -2.97 6.07 -2.61  -0.743
C: -2.28 4.75 -2.32  -0.286
O: -2.52 4.45 -0.94  -0.194
C: -3.06 5.62 -0.29  -0.535
H: -3.61 7.56 -1.12  0.430
H: -1.88 7.20 -1.13  -0.163
H: -4.01 5.90 -2.87  0.264
H: -2.50 6.62 -3.42  0.385
H: -1.19 4.83 -2.47  0.157
H: -2.66 3.93 -2.93  0.296
H: -4.12 5.43 -0.09  0.374
H: -2.54 5.78 0.66  0.195
C: -2.21 -5.08 -4.31  -0.557
C: -3.32 -4.13 -4.74  -0.584
C: -3.01 -2.88 -3.93  -0.575
O: -1.58 -2.86 -3.77  -0.320
C: -1.03 -4.12 -4.17  -0.260
H: -2.01 -5.88 -5.02  0.309
H: -2.45 -5.53 -3.35  0.315
H: -3.24 -3.92 -5.81  0.258
H: -4.32 -4.52 -4.55  0.346
H: -3.47 -2.92 -2.94  0.304
H: -3.33 -1.97 -4.43  0.302
H: -0.51 -3.98 -5.12  0.186
H: -0.31 -4.45 -3.42  0.235
C: -4.65 -3.75 3.09  -0.639
C: -4.36 -4.86 4.09  -0.238
C: -2.94 -5.26 3.71  -0.632
O: -2.31 -4.08 3.20  -0.439
C: -3.30 -3.06 2.98  0.325
H: -5.45 -3.07 3.40  0.382
H: -4.93 -4.18 2.12  0.297
H: -4.38 -4.46 5.10  0.037
H: -5.06 -5.69 4.04  0.393
H: -2.94 -6.01 2.91  0.325
H: -2.37 -5.64 4.55  0.283
H: -3.18 -2.30 3.76  -0.163
H: -3.13 -2.60 2.01  0.034
C: 2.25 6.70 0.85  -0.616
C: 1.62 7.98 1.38  -0.697
C: 0.28 7.99 0.66  -0.571
O: -0.08 6.62 0.46  -0.259
C: 1.04 5.78 0.75  -0.028
H: 3.03 6.30 1.49  0.392
H: 2.68 6.87 -0.14  0.288
H: 1.47 7.91 2.46  0.277
H: 2.21 8.88 1.19  0.355
H: 0.36 8.47 -0.32  0.345
H: -0.50 8.49 1.23  0.324
H: 0.85 5.27 1.70  0.230
H: 1.14 5.03 -0.04  -0.086
C: 2.90 -7.04 -5.97  -0.547
C: 3.37 -6.89 -4.53  -0.545
C: 3.62 -5.39 -4.44  -0.374
O: 2.69 -4.77 -5.33  -0.381
C: 2.09 -5.77 -6.16  -0.185
H: 2.32 -7.94 -6.15  0.341
H: 3.76 -7.04 -6.65  0.260
H: 2.57 -7.18 -3.84  0.258
H: 4.26 -7.48 -4.29  0.340
H: 4.63 -5.13 -4.76  0.285
H: 3.47 -5.00 -3.43  0.240
H: 1.05 -5.91 -5.84  0.008
H: 2.08 -5.42 -7.20  0.308
C: 7.22 2.52 1.59  -0.660
C: 6.02 2.10 0.75  -0.028
C: 5.78 0.68 1.24  -0.253
O: 6.20 0.64 2.60  -0.418
C: 6.93 1.84 2.91  -0.458
H: 7.34 3.60 1.69  0.353
H: 8.14 2.12 1.15  0.296
H: 5.16 2.74 0.99  -0.121
H: 6.19 2.16 -0.33  0.341
H: 6.39 -0.04 0.67  0.258
H: 4.74 0.38 1.17  0.144
H: 6.30 2.46 3.55  0.253
H: 7.83 1.57 3.47  0.300
C: -1.18 -2.37 7.09  -0.585
C: -1.86 -1.12 7.64  -0.548
C: -3.22 -1.19 6.97  -0.341
O: -3.52 -2.57 6.78  -0.391
C: -2.34 -3.35 7.03  0.066
H: -0.36 -2.74 7.71  0.366
H: -0.80 -2.18 6.09  0.249
H: -1.97 -1.21 8.72  0.248
H: -1.32 -0.20 7.42  0.349
H: -3.20 -0.71 5.98  0.168
H: -4.00 -0.72 7.56  0.273
H: -2.48 -3.87 7.98  0.321
H: -2.22 -4.09 6.24  -0.176

The calculation puts the molar mass at 715.9 u. The value obtained for the LUMO energy is -0.11068 Eh. As for the HOMO energy: -10.633 eV. As for the electronic energy: -71209.4956 eV. The calculation puts the gap between HOMO and LUMO at 7.622 eV. The net charge is +1.



# 2
Density functional theory data (the ωB97M-V functional and the def2-TZVPD basis) for one molecule with the formula C3H8N2O2 at a distorted geometry.

Each line ends with the Mulliken charge.
Cartesian coordinates (Å):
C: -0.86 -1.12 1.09  -0.633
C: 0.28 0.42 -0.34  0.666
C: -0.23 1.83 -0.43  -0.373
H: -0.73 -1.52 2.13  0.229
H: -0.60 -1.95 0.43  0.329
H: -1.85 -0.67 0.94  0.308
H: 0.52 2.57 -0.16  0.190
H: -0.41 1.96 -1.46  0.361
H: -1.08 1.63 1.17  0.333
H: 2.08 -1.74 -1.86  0.267
H: 1.87 -1.49 -0.20  0.212
N: 0.81 -0.16 -1.35  -0.388
N: 1.39 -1.43 -1.11  -0.491
O: 0.21 -0.15 0.83  -0.494
O: -1.39 1.84 0.29  -0.517

As for the energy relative to the best compared isomer or geometry (same formula, charge and spin): 77.4 kcal/mol. The calculation puts the molar mass at 104.1 u. The value obtained for the LUMO energy is 0.03050 Eh. As for the HOMO energy: -8.585 eV. As for the electronic energy: -10313.5940 eV. The calculation puts the gap between HOMO and LUMO at 9.415 eV. The net charge is 0.



# 3
Density functional theory data (the ωB97M-V functional and the def2-TZVPD basis) for a 2-piece molecular cluster, CH5O3PS overall at a distorted geometry.

Each line ends with the Mulliken charge.
Cartesian coordinates (Å):
C: -1.15 -0.17 -1.94  -0.538
O: 1.44 -0.37 -0.09  -0.405
O: 0.90 -0.30 2.38  -0.492
O: -0.28 1.26 0.85  -0.594
P: 0.24 -0.13 0.92  0.739
S: -0.37 1.20 -1.67  -0.141
H: -2.35 -0.13 -1.87  0.240
H: -0.50 -1.29 0.71  0.092
H: -0.58 -1.00 -2.13  0.401
H: 1.95 0.44 -0.11  0.343
H: 0.69 0.49 2.93  0.355

As for the energy relative to the best compared isomer or geometry (same formula, charge and spin): 49.8 kcal/mol. The calculation puts the molar mass at 128.1 u. The value obtained for the LUMO energy is 0.00355 Eh. As for the HOMO energy: -8.483 eV. As for the electronic energy: -27384.8454 eV. The calculation puts the gap between HOMO and LUMO at 8.579 eV. The net charge is 0.



Q: Which formula does entry 2 have?
A: C3H8N2O2



Q: Which value of electronic energy does entry 2 give?
A: -10313.5940 eV